1.
Molecular formula: C7H16
Method: DFT, wB97M-V/def2-TZVPD

Structure (XYZ):
```
23
C7H16, DFT wB97M-V/def2-TZVPD
C -1.53207 -2.11208 -0.11400
C -0.21485 -1.39849 0.04507
C 0.39139 -1.52399 1.45890
C -0.82871 -0.02434 0.11103
C 0.67194 -1.82286 -1.01349
H -1.33408 -3.22001 -0.18394
H -2.29490 -1.83671 0.56756
H -1.94846 -1.67098 -1.05168
H 0.77454 -0.29565 1.81923
H -0.56123 -1.61769 2.17040
H 1.33185 -2.43538 1.63027
H 0.08314 0.84338 -0.22038
H -1.09668 0.50068 1.04539
H -1.40755 0.03327 -0.73238
H 0.07585 -1.95412 -1.91606
H 1.63753 -1.27532 -1.33184
H 0.96764 -2.84627 -0.93297
C 1.27761 4.35020 -0.43738
C 0.39568 3.41293 0.00059
H 2.30191 4.13817 -0.00240
H 1.18691 4.95299 -1.36149
H 0.64933 2.58411 0.86578
H -0.52678 3.21816 -0.41622
```

Values from the calculation:
Highest occupied orbital energy ... -0.36452 Eh
SMILES string ... CC(C)(C)C.C=C
Charge ... 0

2.
Molecular formula: C7H16BI
Method: DFT, wB97M-V/def2-TZVPD

Structure (XYZ):
```
25
C7H16BI, DFT wB97M-V/def2-TZVPD
C 3.28592 -0.26783 0.57387
C 2.19592 -0.09624 -0.54099
C 1.43753 1.25192 -0.43737
C 0.20101 1.21169 0.51661
C -1.11822 0.90216 -0.27916
C -1.16367 -0.61608 -0.61601
C -2.57241 -1.25890 -0.47989
B -3.15131 -1.19397 1.01132
I -4.95127 -0.00697 1.31141
H 4.21934 -0.57833 0.09430
H 3.41147 0.64769 1.15993
H 2.97971 -1.07615 1.24837
H 1.54811 -0.97657 -0.49613
H 2.68663 -0.12863 -1.52537
H 2.13680 1.98245 -0.00432
H 1.12637 1.59488 -1.43133
H 0.07319 2.21625 0.94639
H 0.33496 0.51629 1.35496
H -1.06912 1.54525 -1.16628
H -1.95176 1.24555 0.34779
H -0.49807 -1.12674 0.08980
H -0.81105 -0.74477 -1.64746
H -3.29453 -0.90245 -1.22623
H -2.44469 -2.34221 -0.68496
H -2.61087 -1.79828 1.88076
```

Values from the calculation:
Highest occupied orbital energy ... -0.34753 Eh
SMILES string ... CCCCCCCBI
Charge ... 0

3.
Molecular formula: C7H16BrNO4P
Method: DFT, wB97M-V/def2-TZVPD

Structure (XYZ):
```
30
C7H16BrNO4P, DFT wB97M-V/def2-TZVPD
C 1.18009 3.49148 -0.02673
C -0.24558 3.10887 -0.03611
O -0.27925 1.80932 0.67945
P -0.12447 0.44691 -0.04922
O 0.04210 0.62059 -1.47969
O 0.96045 -0.35253 0.83020
C 2.22796 -0.82444 0.29911
C 2.14432 -2.11494 -0.51860
C -1.70770 -0.43458 0.43747
N -1.71077 -0.56169 1.93433
Br -3.20665 0.63692 -0.20755
C -1.52345 -1.86432 -0.08541
C -1.63477 -2.13686 -1.57010
O -1.21617 -2.67649 0.76660
H 1.58492 3.30899 0.87554
H 1.78270 3.16257 -0.87317
H 1.42820 4.50736 -0.23837
H -0.54696 2.83965 -0.96821
H -0.81648 3.86817 0.58060
H 2.78996 0.01907 -0.18476
H 2.65783 -0.83002 1.32488
H 1.94960 -3.08857 0.18040
H 1.41591 -1.90530 -1.33838
H 2.96395 -2.35780 -1.12196
H -1.37940 0.24766 2.32297
H -2.65489 -0.64648 2.20489
H -1.11997 -1.61806 1.99340
H -0.69871 -2.05981 -1.92471
H -1.84485 -3.14618 -1.85540
H -2.41793 -1.44947 -1.95144
```

Values from the calculation:
Highest occupied orbital energy ... -0.53301 Eh
SMILES string ... CCOP(=O)(OCC)[C@@]([NH3+])(Br)C(C)=O
Charge ... +1

4.
Molecular formula: C7H16BrNO4Si
Method: DFT, wB97M-V/def2-TZVPD

Structure (XYZ):
```
30
C7H16BrNO4Si, DFT wB97M-V/def2-TZVPD
C 0.43108 2.43746 1.53965
O 1.23765 1.92008 0.45653
Si 0.75413 1.35864 -0.91377
O -0.46195 1.91246 -1.73338
C -1.82049 1.68974 -1.50962
O 2.06155 1.42205 -1.91047
C 3.34937 1.89364 -1.50401
N 0.61980 -0.64873 -0.65418
Br 1.83444 -1.88512 -1.24696
C -0.45315 -1.01670 0.08247
O -1.17004 -0.06063 0.39938
C -0.91510 -2.44615 0.38272
C -2.38393 -2.28875 0.73777
C -0.04307 -3.14431 1.48988
H 0.68841 3.53365 1.55564
H 0.68866 1.84635 2.46945
H -0.53646 2.34794 1.36990
H -2.01615 1.78938 -0.39189
H -2.03145 0.67341 -1.64576
H -2.42065 2.40847 -2.11101
H 3.29568 2.92904 -1.21130
H 4.01658 1.86106 -2.32018
H 3.72529 1.45749 -0.56388
H -0.80260 -3.22349 -0.44762
H -2.42835 -1.78663 1.60406
H -2.94271 -1.88269 -0.17570
H -2.80011 -3.26404 1.01067
H 0.60641 -3.94762 1.01549
H 0.53675 -2.27341 1.98024
H -0.61959 -3.61257 2.24589
```

Values from the calculation:
Highest occupied orbital energy ... -0.32928 Eh
SMILES string ... CO[Si](OC)(OC)N(Br)C(=O)C(C)C
Charge ... 0

5.
Molecular formula: C7H16ClNO2PS
Method: DFT, wB97M-V/def2-TZVPD

Structure (XYZ):
```
29
C7H16ClNO2PS, DFT wB97M-V/def2-TZVPD
C -2.21328 1.23202 -0.44229
C -1.34695 0.36904 -1.32502
O -1.11356 0.74231 -2.38640
N -0.86411 -0.97480 -0.97266
C -1.92332 -1.99825 -0.90588
S 0.30913 -1.17033 0.19828
C 1.95422 -0.66970 -0.46403
C 1.92646 0.35247 -1.59555
C 1.64527 1.79443 -1.16786
Cl 3.60971 0.30378 -2.27434
P 0.01131 0.21856 1.87684
C -0.47108 -0.95838 3.20630
O 1.49658 0.78236 2.29032
H -2.72373 0.69136 0.35087
H -2.91818 1.79243 -1.04131
H -1.57428 1.96485 0.04465
H -1.44736 -2.96972 -0.81287
H -2.61143 -1.88635 -0.06950
H -2.43953 -2.01351 -1.85757
H 2.34865 -1.59554 -0.87372
H 2.62425 -0.39128 0.34799
H 1.30617 -0.02101 -2.40096
H 0.70551 2.19966 -1.53483
H 2.42752 2.44127 -1.53594
H 1.63905 1.86818 -0.07982
H 0.39179 -1.53034 3.54725
H -1.24193 -1.64011 2.85854
H -0.85375 -0.40929 4.06394
H 1.34688 1.47589 2.95558
```

Values from the calculation:
Highest occupied orbital energy ... -0.48220 Eh
SMILES string ... CC(=O)/[N+](C)=S(\C[C@@H](C)Cl)#P(C)O
Charge ... +1

6.
Molecular formula: C7H16F7N3O13S5Sn
Method: DFT, wB97M-V/def2-TZVPD

Structure (XYZ):
```
52
C7H16F7N3O13S5Sn, DFT wB97M-V/def2-TZVPD
Sn 0.06027 -2.18453 0.48427
N -0.87824 -4.71490 0.25986
S -0.35083 -6.19793 0.58960
O 0.56700 -6.72477 -0.30619
O -1.34263 -7.02573 1.18748
F 0.51003 -5.87772 1.90577
S -2.28917 -5.03115 -0.50413
O -3.48116 -4.81443 0.17940
O -2.24871 -6.07658 -1.43175
F -2.22151 -3.76335 -1.50052
N 0.43310 -1.56508 3.15971
S 1.80336 -2.20816 3.85488
O 1.63853 -3.34056 4.67334
O 2.81854 -1.26963 4.21853
F 2.35593 -2.78444 2.44453
S -0.00549 -0.57134 4.34402
O 0.63408 0.68966 4.40419
O -0.39566 -1.15345 5.59186
F -1.46929 -0.24855 3.73713
C 1.32708 1.08164 1.42194
O 1.31853 0.35826 0.13958
C 2.54697 0.49982 -0.58532
C 2.46080 1.52800 -1.70869
N 1.17284 1.47587 -2.34574
H 0.88761 0.50137 -2.51528
H 0.38438 1.70277 -1.64177
C 0.98687 2.29036 -3.56823
C 1.20797 3.75466 -3.38631
O 0.38134 4.28800 -2.41745
C -1.00695 4.45964 -2.77518
H 1.19115 2.14055 1.14109
H 2.16537 0.97229 2.10610
H 0.38557 0.88047 1.92744
H 2.67261 -0.51678 -0.98397
H 3.36814 0.61621 0.11700
H 3.28709 1.43239 -2.41021
H 2.64223 2.48802 -1.22066
H -0.06496 2.13335 -3.81735
H 1.61205 1.87775 -4.35941
H 1.08119 4.32511 -4.32314
H 2.23952 4.09268 -3.21686
H -1.31485 5.46233 -2.47822
H -1.56250 3.68484 -2.24726
H -1.28020 4.39835 -3.83905
C -3.47784 1.52976 1.36454
F -2.82084 1.52174 2.53011
F -4.61019 0.92377 1.50641
F -3.65507 2.82519 1.01589
S -2.55248 0.66992 0.00029
O -1.49037 1.54670 -0.36944
O -2.06747 -0.56798 0.60479
O -3.55374 0.48562 -0.95761
```

Values from the calculation:
Highest occupied orbital energy ... -0.38752 Eh
Charge ... 0

7.
Molecular formula: C7H16FN2
Method: DFT, wB97M-V/def2-TZVPD

Structure (XYZ):
```
26
C7H16FN2, DFT wB97M-V/def2-TZVPD
C 2.51385 1.69716 2.04131
C 1.25888 0.86057 1.96345
C 1.08722 0.26089 0.57041
N -0.27787 -0.23832 0.20211
C -0.89069 -1.21331 1.06657
C -1.17231 0.75482 -0.30844
C -0.61475 -0.16282 -1.26100
F 0.50897 0.39458 -2.13814
N -1.18986 -1.15602 -1.91224
C -1.99052 -1.12870 -3.15755
H 3.40356 1.05749 1.77797
H 2.50595 2.33964 1.22246
H 2.84040 2.03264 3.01481
H 0.41283 1.49009 2.41991
H 1.58470 0.00096 2.69905
H 1.37305 1.03841 -0.15023
H 1.88826 -0.58574 0.67131
H -1.02613 -0.70805 1.93300
H -1.83999 -1.60173 0.73572
H -0.08412 -2.05260 1.27643
H -0.82911 1.81070 -0.23807
H -2.23796 0.43530 -0.11634
H -0.84946 -2.09242 -1.82661
H -2.22296 -0.10972 -3.22735
H -1.31086 -1.34229 -3.93286
H -2.84108 -1.78151 -3.32568
```

Values from the calculation:
Highest occupied orbital energy ... -0.51726 Eh
SMILES string ... CCC[N@@+]1(C)C[C@]1(F)NC
Charge ... +1

8.
Molecular formula: C7H16FNbO5
Method: DFT, wB97M-V/def2-TZVPD

Structure (XYZ):
```
30
C7H16FNbO5, DFT wB97M-V/def2-TZVPD
C 2.26775 1.72814 1.19248
C 2.68684 0.88125 -0.01138
O 4.15074 0.92732 -0.10759
C 2.37071 -0.58356 0.22805
O 1.07439 -0.84758 0.66690
Nb -0.52974 -0.51734 -0.60200
C -1.38821 -2.58434 -0.10844
O 0.46881 -1.30002 -2.20329
C -2.27630 -0.19536 -2.03128
O -2.99210 -1.18976 -2.36902
O -2.46166 0.96260 -2.48562
C -1.67347 0.35323 1.15684
C -2.99025 1.04685 0.85249
F -1.92104 -0.55868 2.23680
H 1.75803 1.12526 1.93614
H 1.58397 2.50303 0.85969
H 3.14535 2.16039 1.65930
H 2.29449 1.26062 -0.94398
H 4.35163 1.64296 -0.70820
H 2.66479 -1.16382 -0.65061
H 3.06212 -0.88350 1.02954
H -0.01150 1.21535 -0.98794
H -2.12898 -2.56184 0.69095
H -1.89815 -2.99539 -0.97501
H -0.57898 -3.25754 0.18642
H -0.03890 -2.02710 -2.57352
H -1.00935 1.10025 1.59623
H -3.83324 0.38457 0.99870
H -3.13868 1.85389 1.58796
H -3.00907 1.52012 -0.12061
```

Values from the calculation:
Highest occupied orbital energy ... 0.02116 Eh
Charge ... -2

| no. | E_tot (hartree) |
| --- | --- |
| 1 | -276.11462 |
| 2 | -598.84698 |
| 3 | -3547.16253 |
| 4 | -3495.60167 |
| 5 | -1681.00307 |
| 6 | -4322.83495 |
| 7 | -485.32578 |
| 8 | -809.22805 |